# 1
ORCA calculation (ωB97M-V/def2-TZVPD) on an isolated molecule of C6H12FNO2.

Geometry as XYZ:
```
22
Properties=species:S:1:pos:R:3:forces:R:3
F -2.47731 1.88191 -0.36569 -0.064 0.132 -0.028
O -0.03009 -0.35261 1.08991 -0.141 0.016 -0.038
O -0.31331 -2.33046 0.06161 -0.012 -0.265 0.077
N 1.07521 -0.81231 -0.89261 0.394 -0.100 0.579
C 1.94701 0.34173 -0.68212 0.026 0.126 -0.094
C -1.88967 0.61565 -0.26116 -0.005 0.041 0.009
C 0.20051 -1.24713 0.07751 0.057 0.313 -0.164
C -2.98391 -0.40073 -0.06479 -0.094 0.059 0.016
C -0.92915 0.74910 0.91163 -0.017 -0.039 0.020
C 3.06873 0.12374 0.32760 0.017 0.073 0.012
H -3.71994 -0.28975 -0.86136 0.036 -0.078 -0.018
H -3.48298 -0.22132 0.88924 0.010 -0.039 -0.005
H 1.56997 -1.60636 -1.27899 -0.292 0.027 -0.330
H 2.36193 0.59803 -1.65815 0.008 -0.073 -0.002
H 2.71020 0.23400 1.35064 -0.034 -0.116 -0.014
H -0.35801 1.67422 0.80765 0.014 -0.019 -0.099
H -1.51745 0.82370 1.82721 0.062 -0.035 0.027
H 3.50774 -0.87029 0.21808 0.000 0.034 -0.021
H -2.58295 -1.41307 -0.07523 0.000 0.016 0.014
H -1.35275 0.45158 -1.19952 0.053 -0.056 0.040
H 1.33528 1.19307 -0.39042 -0.005 -0.012 -0.013
H 3.86093 0.85727 0.16896 -0.013 -0.003 0.031
```
Positions in Å, forces in eV/Å.

As for the orbital gap: 11.1 eV. The energy above the lowest of the compared OMol25 structures with the same formula, charge and spin comes out at 0.0000 eV. The max |F| comes out at 0.0138 Eh/bohr.

Partial atomic charges computed with the Löwdin method, in multiples of e: -0.026 -0.006 0.117 0.078 -0.235 -0.366 -0.583 -0.018 -0.122 -0.076 0.088 0.091 0.144 0.115 0.073 0.120 0.135 0.077 0.077 0.146 0.099 0.073


# 2
ORCA calculation (ωB97M-V/def2-TZVPD) on a cluster of 8 separate species, C22H45Br6N3O2S2 in total at a distorted geometry.

Geometry as XYZ:
```
80
Properties=species:S:1:pos:R:3:forces:R:3
Br 1.81938 2.97709 -1.62642 0.701 0.421 0.707
Br -1.34481 -7.70021 1.23218 -0.477 0.904 0.482
Br -3.52882 -5.08321 -0.40751 0.511 0.116 0.230
Br 7.03515 3.02006 -1.77222 -0.545 -0.931 0.310
Br 2.62649 4.50728 2.71438 -0.411 -0.378 -0.458
Br 5.57781 -1.17079 -3.44721 0.190 1.341 0.291
S -2.60632 3.03498 0.22862 -1.562 -0.855 -2.338
S -3.73688 -2.76990 -4.04733 1.046 2.050 -1.597
O -3.63542 2.17271 -0.52286 0.873 0.215 1.618
O -3.57609 -2.41533 -5.50333 -0.325 -1.151 0.296
N 4.89534 -3.25715 3.82350 0.145 -0.447 0.022
N -7.73800 -0.17883 -0.65255 0.405 0.146 0.044
N 3.31452 -0.04642 0.13567 -1.514 -0.105 -0.616
C 6.00266 1.06544 2.00580 -0.374 0.179 -0.292
C -2.05278 -3.00639 -3.43169 1.979 -1.364 0.407
C -2.06112 3.94362 -1.23803 1.267 1.339 0.834
C 6.23881 0.72808 -3.20163 0.072 -0.300 0.462
C -1.95684 -5.93759 1.88930 1.295 1.209 -0.630
C -1.46523 -0.48933 -0.75588 0.059 -0.029 1.066
C 5.95990 -0.42955 2.26510 -0.937 0.733 0.865
C -6.71847 -0.04381 -0.13373 -0.421 -0.628 0.722
C -1.93895 -4.88154 0.77302 -1.127 0.129 -0.586
C -5.42556 0.09167 0.57981 -1.226 -0.599 0.091
C -3.92055 -1.09901 -3.37038 -0.233 -1.215 1.444
C 2.12713 3.29658 1.24784 0.094 -0.329 -0.704
C -3.60121 4.20822 1.17691 0.388 0.377 -0.704
C 4.88363 -2.13394 3.60272 -0.566 -0.535 0.777
C 2.76383 3.81506 -0.05253 -0.630 -0.550 0.407
C -3.94177 -0.32284 2.60308 -1.079 0.164 1.019
C -0.19239 0.14613 -0.22296 -0.338 -0.279 -0.446
C 6.20656 1.19559 -1.73727 -0.038 -0.329 -0.332
C 0.97163 -0.48806 -0.97278 1.399 0.387 -0.094
C 2.27528 -0.20157 -0.36174 1.588 0.417 0.610
C -5.25401 -0.67477 1.91327 -0.317 -1.031 -1.575
C 4.81778 -0.74523 3.29377 0.635 1.620 -0.559
H -2.88268 -5.97754 2.45696 -0.186 -0.358 -0.524
H -1.71720 -2.53760 -2.50748 -0.809 0.187 0.158
H -1.08239 -4.80845 0.10495 0.114 -0.982 0.134
H 5.66835 1.43423 -3.80185 -0.372 -0.466 -0.080
H -4.04618 -0.73808 3.60758 0.282 0.248 0.198
H -1.22129 -5.51672 2.57766 0.302 -0.713 0.199
H -4.74291 -0.34462 -0.14870 0.726 1.027 0.100
H -1.80482 -4.06430 -3.30242 -0.875 -0.297 0.354
H -2.79362 4.39664 -1.90384 -0.678 -0.602 0.400
H -2.31529 -0.07260 -0.21475 -0.194 -0.073 -0.301
H 1.01222 -0.14236 -2.00756 -0.037 0.169 -0.001
H 6.81808 1.32445 1.32978 -0.231 0.075 -0.260
H -3.20014 -0.41914 -3.81783 -0.147 -0.120 -0.198
H 6.19350 1.64120 2.91318 0.030 -0.231 0.209
H -1.20812 -2.82993 -4.10310 -0.758 0.979 -0.870
H 4.82086 -0.05276 4.13828 0.668 -0.508 0.501
H 6.96182 -0.64246 2.63720 -0.255 -0.878 0.158
H 5.20542 1.21825 -1.30698 -0.171 0.604 -0.457
H 6.71213 0.56122 -1.01052 0.703 0.140 -0.431
H 5.65994 -1.04805 1.42011 0.651 0.290 -0.420
H -1.99872 -3.84591 1.10995 -0.430 -0.232 0.684
H -4.30053 4.59733 0.43760 -0.351 -0.042 0.339
H 1.05906 3.15949 1.07893 -0.169 0.742 0.566
H -1.58916 -0.34254 -1.82702 0.006 -0.017 0.053
H -3.02053 -0.75515 2.21606 -0.212 0.125 -0.565
H -3.00932 5.02880 1.58296 0.171 -0.105 -0.020
H 3.82255 3.56696 -0.07680 -0.077 0.063 -0.400
H -5.22745 -1.74257 1.68164 -0.087 -0.094 -0.056
H -1.42769 4.78226 -0.93337 0.321 -0.110 0.037
H -4.06183 3.65705 1.99419 -0.129 -0.045 -0.190
H -0.24780 1.22165 -0.39166 0.424 0.013 -0.043
H -1.43871 3.22979 -1.77432 -0.104 -0.023 -0.007
H -0.09598 -0.00037 0.85334 -0.013 -0.122 0.009
H -3.88651 0.76389 2.68064 0.436 0.002 0.100
H 2.58016 4.87969 -0.16815 0.136 -0.105 -0.076
H 7.23911 0.70548 -3.62720 0.033 -0.089 0.311
H 1.02730 -1.57584 -1.06023 -0.865 -0.149 0.271
H -3.68655 -1.29395 -2.32063 -0.111 0.643 0.227
H -6.17532 -0.56557 2.48557 0.377 0.391 0.538
H -1.36527 -1.54664 -0.50300 -0.453 -0.199 -0.325
H -4.96614 -0.80580 -3.43692 0.139 0.176 -0.279
H 3.83249 -0.47788 2.90461 0.075 -0.414 -0.703
H 5.03014 1.39666 1.63763 0.162 0.191 -0.348
H 2.45944 2.30282 1.54350 0.434 0.149 -0.155
H -5.41108 1.15193 0.82505 0.993 0.070 -0.612
```
Positions in Å, forces in eV/Å.

As for the orbital gap: 8.8 eV. The max |F| comes out at 0.0572 Eh/bohr.

Partial atomic charges computed with the Löwdin method, in multiples of e: 0.632 0.592 0.565 0.581 0.622 0.528 0.826 0.847 -0.576 -0.574 0.146 0.127 0.189 -0.127 -0.295 -0.261 -0.655 -0.668 -0.111 -0.245 -0.226 -0.661 -0.201 -0.256 -0.693 -0.246 -0.261 -0.591 -0.097 -0.261 -0.645 -0.199 -0.222 -0.245 -0.204 0.059 0.010 0.050 0.048 0.073 0.058 0.093 0.036 0.068 0.046 0.117 0.060 0.065 0.078 0.063 0.119 0.113 0.021 0.047 0.096 0.036 0.059 0.034 0.071 0.064 0.056 0.047 0.105 0.048 0.047 0.047 0.021 0.119 0.065 0.041 0.039 0.127 0.014 0.112 0.069 0.055 0.102 0.041 0.027 0.095


# 3
ORCA calculation (ωB97M-V/def2-TZVPD) on a structure of composition C20H10MoN5S2 at a distorted geometry.

Geometry as XYZ:
```
38
Properties=species:S:1:pos:R:3:forces:R:3
Mo -2.51386 0.52167 0.31581 -1.401 1.005 1.591
S -3.05661 2.37460 1.67908 0.235 -0.082 -0.459
S -4.74842 0.12388 0.68366 0.366 -0.388 -0.049
N -6.44100 -0.96111 3.70390 0.083 0.043 -0.003
N 7.13131 -0.91835 -2.51640 -0.074 -0.004 0.012
N -1.72344 0.25800 -1.41891 0.372 0.052 -1.176
N -0.91883 -0.07471 1.33445 0.439 -0.492 0.057
N -3.71832 2.14562 5.34830 -0.009 -0.013 -0.088
C 1.31673 -0.19316 1.75185 -0.174 -0.001 0.005
C 2.67143 -1.49473 -0.79485 -0.084 0.059 0.037
C -5.64392 -0.14729 3.55097 -0.187 -0.122 0.077
C -4.15851 1.58526 4.44622 0.100 0.133 0.204
C 3.98599 -1.66853 -1.18471 0.075 -0.016 -0.037
C 6.02787 -0.79939 -2.22091 0.258 -0.034 -0.073
C -0.36058 0.02920 -1.66959 0.069 -0.102 -0.026
C 2.67214 0.71643 -1.76574 -0.088 -0.033 -0.009
C -0.20282 -0.14000 -3.04762 -0.084 0.016 0.123
C 3.99472 0.55453 -2.13618 0.032 -0.010 -0.017
C 4.65481 -0.63839 -1.84455 -0.271 0.048 0.072
C -4.65602 0.85896 3.32552 -0.013 -0.037 -0.347
C -2.36062 0.24869 -2.62900 0.030 -0.022 -0.161
C 0.60275 -0.11291 -0.65391 0.082 0.010 0.178
C -4.21974 1.11979 2.06327 -0.101 0.005 0.128
C -0.71480 -0.15761 2.66304 0.003 -0.023 0.072
C 2.01077 -0.30059 -1.07990 0.072 0.009 -0.068
C -1.46187 -0.00548 -3.64309 -0.017 0.084 0.005
C 0.35269 -0.11396 0.71849 0.178 -0.118 -0.072
C 0.64327 -0.23388 2.95934 0.076 0.006 -0.020
H 4.51999 1.34665 -2.65155 0.007 -0.002 0.010
H -1.69226 -0.07663 -4.69277 -0.023 -0.017 0.018
H -3.42519 0.42099 -2.69167 0.008 0.007 -0.018
H 2.14370 -2.28877 -0.28185 0.040 -0.014 0.001
H 2.38373 -0.20428 1.60253 -0.004 -0.009 -0.006
H 1.07523 -0.29705 3.94393 -0.040 0.001 0.004
H -1.54605 -0.15875 3.35334 -0.013 0.043 -0.012
H 2.15083 1.63869 -1.98980 0.047 0.013 0.000
H 4.49866 -2.59867 -0.98177 0.010 0.015 0.012
H 0.72625 -0.35870 -3.54894 0.005 -0.010 0.034
```
Positions in Å, forces in eV/Å.

Its net charge is +1. Its spin multiplicity is 3. As for the orbital gap (spin up / spin down): 6.3 / 6.7 eV. The energy above the lowest of the compared OMol25 structures with the same formula, charge and spin comes out at 0.1985 eV. The max |F| comes out at 0.0456 Eh/bohr.

Partial atomic charges computed with the Löwdin method, in multiples of e: 1.224 0.633 0.621 0.220 0.190 -0.199 -0.164 0.221 0.039 -0.008 -0.210 -0.205 0.006 -0.166 -0.228 -0.005 0.044 0.006 -0.207 -0.342 -0.093 -0.026 -1.086 -0.091 -0.201 -0.021 -0.219 -0.011 0.131 0.120 0.121 0.133 0.132 0.122 0.123 0.132 0.132 0.133


# 4
ORCA calculation (ωB97M-V/def2-TZVPD) on a cluster of 3 separate species, C3H12O2S in total at a distorted geometry.

Geometry as XYZ:
```
18
Properties=species:S:1:pos:R:3:forces:R:3
S -0.62615 1.78258 -0.91264 0.301 -0.552 -0.170
O 1.36513 -1.05129 2.75152 0.094 -0.280 -0.553
O -1.21453 -1.95475 -1.02119 -0.081 -0.033 0.009
C 1.65170 1.04249 0.17812 0.830 -0.653 0.602
C 0.67257 0.51515 -0.87346 0.268 1.170 0.069
C -2.11586 1.03521 -0.34865 -0.535 -0.002 0.291
H -1.58935 -1.96021 -1.91063 0.030 -0.267 0.101
H 2.49608 0.34666 0.23856 -0.051 -0.035 -0.254
H 1.15670 0.54273 -1.85584 -0.241 -0.107 0.028
H 1.54006 -2.00047 2.70293 -0.123 0.026 0.384
H -2.82857 1.12168 -1.16829 -0.227 0.410 -0.067
H -2.46828 1.60438 0.52023 -0.064 0.099 -0.270
H 1.74574 -0.75303 1.91774 0.049 0.115 0.218
H 2.11014 2.01006 0.02483 -0.212 0.306 -0.482
H 1.23359 1.04650 1.17278 -0.431 0.109 0.273
H 0.27188 -0.45736 -0.62887 -0.246 -0.137 -0.112
H -2.09151 -0.01550 -0.10815 0.666 -0.344 0.095
H -1.30933 -2.85483 -0.67900 -0.029 0.175 -0.160
```
Positions in Å, forces in eV/Å.

Its net charge is +1. Its spin multiplicity is 2. As for the orbital gap (spin up / spin down): 11.6 / 6.7 eV. The energy above the lowest of the compared OMol25 structures with the same formula, charge and spin comes out at 0.0000 eV. The max |F| comes out at 0.0236 Eh/bohr.

Partial atomic charges computed with the Löwdin method, in multiples of e: 1.195 -0.048 -0.055 -0.152 -0.414 -0.312 0.065 0.099 0.105 0.050 0.074 0.079 -0.012 0.087 0.069 0.056 0.041 0.072


# 5
ORCA calculation (ωB97M-V/def2-TZVPD) on a structure of composition C5H12N2O2 at a distorted geometry.

Geometry as XYZ:
```
21
Properties=species:S:1:pos:R:3:forces:R:3
O -0.13628 1.80134 -0.51851 0.270 -1.692 0.711
O 1.44294 0.52452 0.68741 -1.134 0.590 -0.183
N -1.50918 0.48972 1.60438 1.263 -0.007 -0.171
N -1.34437 -0.25755 0.43927 -2.952 -2.468 -1.325
C 2.38150 1.57669 0.54328 -0.113 1.157 0.432
C -1.74178 -1.62163 0.74920 -0.086 -0.123 -0.004
C 0.24117 0.69824 -0.16468 5.202 0.662 -1.670
C 0.00554 -0.68079 -2.21793 -1.658 -0.095 -0.063
C 0.10603 -0.64197 -0.73709 -0.606 2.205 1.892
H -0.75462 0.31012 2.27710 -0.188 0.377 0.040
H 3.31532 1.34228 1.05731 -0.262 -0.430 0.049
H 0.65491 -1.45971 -0.26428 -0.206 0.588 0.195
H 1.99918 2.49860 0.99053 0.006 0.001 0.000
H -0.97796 -2.14014 1.34812 -0.190 -0.215 -0.026
H -1.95130 -2.16115 -0.17466 0.387 -0.081 -0.099
H 0.73689 0.01619 -2.63365 0.062 -0.123 0.046
H -1.57091 1.46979 1.34631 0.226 -0.053 0.209
H -2.68557 -1.60329 1.29167 0.064 0.095 0.251
H -0.97903 -0.30803 -2.52335 0.106 -0.043 -0.162
H 2.62867 1.83381 -0.49235 -0.224 -0.386 -0.077
H 0.13886 -1.68705 -2.60807 0.033 0.040 -0.043
```
Positions in Å, forces in eV/Å.

As for the orbital gap: 9.1 eV. The energy above the lowest of the compared OMol25 structures with the same formula, charge and spin comes out at 5.8771 eV. The max |F| comes out at 0.1070 Eh/bohr.

Partial atomic charges computed with the Löwdin method, in multiples of e: 0.086 -0.128 0.045 -0.197 -0.107 -0.130 -0.548 -0.038 -0.084 0.100 0.085 0.134 0.084 0.082 0.080 0.097 0.092 0.076 0.101 0.090 0.079


# 6
ORCA calculation (ωB97M-V/def2-TZVPD) on an isolated molecule of C6H11BrCl2Si at a distorted geometry.

Geometry as XYZ:
```
21
Properties=species:S:1:pos:R:3:forces:R:3
Br -1.47660 -0.55211 3.67567 0.068 -0.338 -0.110
Cl -2.37312 -2.71813 1.24715 -2.207 -1.569 0.189
Cl 0.28000 -2.70404 0.05719 0.047 -0.729 1.099
Si 0.11457 0.43099 -0.66580 1.314 1.178 -1.265
C -0.58284 2.25025 -0.91635 2.054 -1.094 -0.630
C 0.59372 -0.50174 -2.28844 -0.611 1.029 0.294
C -0.38697 -1.41721 2.41306 1.418 1.486 -1.022
C 1.64195 0.60787 0.44152 -1.286 4.224 0.613
C -1.14157 -0.55848 0.26949 -1.220 0.844 1.978
C -0.97386 -1.83421 1.08707 2.101 2.329 -1.506
H 0.16696 -0.03294 -3.21172 0.287 -0.547 0.806
H 1.88183 -0.25998 0.89063 1.286 -3.258 1.042
H 1.66976 -0.59356 -2.38892 0.231 0.204 -0.045
H -1.96876 0.11102 0.63691 0.447 -0.983 -0.216
H -0.28299 2.96322 -1.71570 0.852 -0.740 0.592
H 0.22764 -1.50018 -2.09984 -0.272 -0.193 -0.602
H 2.48772 1.09067 -0.02881 0.325 -0.300 -0.524
H -0.46207 2.68097 0.05313 -0.153 0.661 0.613
H 0.63900 -0.93480 2.35934 -1.368 -0.974 0.196
H 1.51723 1.30517 1.36466 -0.462 -0.877 -1.476
H -1.57162 2.16721 -1.18023 -2.853 -0.353 -0.025
```
Positions in Å, forces in eV/Å.

As for the orbital gap (spin up / spin down): 8.2 / 8.1 eV. The energy above the lowest of the compared OMol25 structures with the same formula, charge and spin comes out at 2.9317 eV. The max |F| comes out at 0.0867 Eh/bohr.

Partial atomic charges computed with the Löwdin method, in multiples of e: 0.696 0.724 0.634 0.533 -0.162 -0.200 -0.598 -0.193 -0.211 -1.437 0.040 -0.057 0.020 0.077 0.045 -0.049 0.030 0.008 0.048 0.077 -0.026